A molecular structure, C18H27N3O6S in a non-equilibrium geometry, computed with wB97M-V/def2-TZVPD.

Computed properties:
Kohn-Sham gap   0.286 hartree
HOMO level   -8.129 eV
Spin multiplicity   1
Relative energy (zero: lowest compared OMol25 entry of this formula, charge and spin)   25.817 eV

Last column: natural (NBO) charge in e.
Geometry (Å):
C (-8.845, -2.135, -0.753)  -0.163
H (-9.808, -2.004, -0.682)  0.173
H (-8.476, -1.860, -1.908)  0.121
H (-8.542, -3.184, -0.601)  0.164
O (-8.216, -1.372, -0.147)  -0.464
C (-6.962, -1.281, 0.013)  0.768
O (-6.343, -2.070, -0.544)  -0.581
C (-6.369, -0.103, 0.767)  -0.225
N (-4.966, 0.013, 0.708)  -0.384
C (-4.365, 0.905, -0.021)  0.636
O (-5.184, 1.921, -0.599)  -0.695
C (-3.021, 1.156, -0.184)  -0.125
C (-2.140, 1.203, 0.924)  -0.205
C (-0.772, 1.660, 0.982)  -0.254
C (-0.164, 1.416, -0.411)  0.332
C (-0.986, 1.080, -1.285)  -0.253
C (-2.242, 0.779, -1.261)  -0.154
H (-2.900, 0.656, -2.109)  0.240
H (-0.304, 1.122, -2.421)  0.205
O (1.146, 1.646, -0.396)  -0.488
C (2.012, 1.903, 0.459)  0.094
C (3.223, 2.552, 0.072)  -0.425
C (4.042, 1.477, -0.821)  -0.228
N (4.280, 0.300, 0.181)  -0.560
S (5.384, -0.714, -0.876)  2.226
O (6.527, -0.163, -1.309)  -0.881
O (4.688, -2.080, -1.361)  -0.856
N (5.952, -1.401, 0.777)  -0.667
C (6.405, -2.920, 0.756)  -0.345
H (5.867, -3.476, 0.044)  0.225
H (6.531, -3.268, 1.565)  0.148
H (7.462, -2.873, 0.091)  0.141
C (6.787, -0.598, 1.555)  -0.417
H (6.207, 0.184, 1.559)  0.197
H (6.890, -1.087, 2.544)  0.198
H (7.760, -0.284, 1.070)  0.159
C (3.169, -0.350, 0.369)  -0.208
C (2.390, 0.686, 1.656)  -0.337
H (2.994, 1.015, 2.248)  0.156
H (1.361, 0.337, 1.866)  0.205
H (3.537, -1.288, 1.300)  0.227
H (2.360, -0.642, -0.035)  0.190
H (4.901, 1.670, -1.249)  0.191
H (3.356, 0.899, -1.680)  0.173
H (2.986, 3.344, -0.822)  0.226
H (4.152, 2.757, 0.696)  0.263
H (1.696, 2.577, 1.230)  0.162
H (-0.113, 1.686, 1.875)  0.230
H (-2.620, 1.601, 1.891)  0.207
C (-4.285, -1.019, 1.448)  -0.423
H (-3.075, -0.931, 1.103)  0.216
H (-4.482, -2.001, 0.964)  0.240
H (-4.084, -1.008, 2.386)  0.201
H (-6.585, -0.433, 2.015)  0.189
H (-6.661, 0.769, 0.706)  0.236

A molecular structure, C14H38FNO6Zr in a non-equilibrium geometry, computed with wB97M-V/def2-TZVPD.

Computed properties:
Kohn-Sham gap   0.189 hartree
HOMO level   -14.225 eV
Spin multiplicity   1
Net charge   +2
Relative energy (zero: lowest compared OMol25 entry of this formula, charge and spin)   2.002 eV

Last column: Mulliken charge in e.
Geometry (Å):
Zr (26.922, 13.152, 17.308)  1.625
C (26.756, 10.989, 21.904)  -1.456
C (26.123, 10.307, 20.666)  0.933
C (25.145, 9.200, 21.128)  -1.230
C (23.834, 9.676, 21.756)  -0.693
C (23.203, 10.663, 20.758)  -1.494
C (24.119, 11.785, 20.225)  2.017
N (25.419, 11.211, 19.760)  1.015
O (26.225, 12.094, 19.181)  -0.148
C (24.225, 12.966, 21.188)  -1.926
C (23.318, 12.283, 18.995)  -1.524
C (27.273, 9.567, 19.952)  -1.612
H (26.045, 10.935, 22.729)  0.309
H (27.038, 12.026, 21.725)  0.254
H (27.646, 10.479, 22.270)  0.465
H (25.687, 8.509, 21.772)  0.403
H (24.882, 8.665, 20.209)  0.365
H (24.095, 10.165, 22.695)  0.310
H (23.109, 8.874, 21.863)  0.442
H (22.437, 11.178, 21.341)  0.475
H (22.706, 10.075, 19.988)  0.436
H (23.882, 13.894, 20.728)  0.712
H (25.231, 13.114, 21.587)  0.342
H (23.652, 12.869, 22.112)  0.319
H (23.802, 13.036, 18.373)  0.022
H (22.356, 12.638, 19.358)  0.472
H (23.118, 11.462, 18.302)  0.379
H (28.020, 10.319, 19.665)  0.382
H (27.060, 9.057, 19.008)  0.193
H (27.864, 8.847, 20.516)  0.483
F (25.095, 13.070, 16.205)  -0.214
C (26.371, 15.546, 14.938)  -0.646
O (27.077, 15.050, 16.130)  -0.384
H (27.018, 15.428, 14.068)  0.286
H (25.461, 14.999, 14.703)  0.270
H (26.109, 16.598, 15.033)  0.390
H (27.664, 15.813, 16.283)  0.322
C (25.378, 10.075, 16.696)  -0.457
O (26.635, 10.877, 16.728)  -0.349
H (25.293, 9.622, 15.709)  0.420
H (25.652, 9.247, 17.351)  0.225
H (24.528, 10.647, 17.036)  -0.016
H (27.233, 10.303, 16.226)  0.273
C (23.110, 12.557, 12.560)  -0.655
O (23.620, 13.627, 13.346)  -0.455
H (23.645, 12.394, 11.625)  0.312
H (23.097, 11.657, 13.184)  0.244
H (22.068, 12.763, 12.323)  0.254
H (24.421, 13.372, 13.799)  0.186
C (21.466, 13.205, 15.813)  -0.615
O (22.477, 14.140, 16.228)  -0.385
H (20.912, 13.698, 15.017)  0.252
H (21.841, 12.192, 15.676)  0.225
H (20.780, 13.140, 16.665)  0.282
H (23.339, 13.802, 15.968)  0.062
C (24.492, 15.628, 18.018)  -0.598
O (25.435, 14.692, 18.598)  -0.400
H (23.461, 15.324, 18.175)  0.319
H (24.620, 16.655, 18.366)  0.365
H (24.678, 15.704, 16.950)  0.152
H (25.081, 14.450, 19.467)  0.069

A molecular structure, C29H30Cl3F3GeN10O6PSbScTe in a non-equilibrium geometry, computed with wB97M-V/def2-TZVPD.

Computed properties:
Kohn-Sham gap (alpha / beta)   0.240 / 0.164 hartree
<S²>   0.754
HOMO level (alpha / beta)   -3.238 / -3.238 eV
Spin multiplicity   2
Net charge   -2
Relative energy (zero: lowest compared OMol25 entry of this formula, charge and spin)   0.550 eV

Last column: Löwdin spin population.
Geometry (Å):
Sc (-1.856, 0.028, -0.736)  0.002
C (0.349, -3.716, -1.822)  0.000
C (0.064, -2.249, -2.081)  0.000
C (0.418, -1.841, -3.509)  0.000
O (-1.319, -1.981, -1.813)  0.000
C (0.848, -1.334, -1.124)  0.000
O (1.975, -1.661, -0.776)  0.000
O (0.223, -0.258, -0.803)  0.000
H (-0.139, -4.333, -2.580)  0.000
H (-0.033, -3.994, -0.840)  0.000
H (1.423, -3.892, -1.838)  0.000
H (-0.243, -2.344, -4.219)  0.000
H (1.451, -2.120, -3.722)  0.000
H (0.310, -0.763, -3.633)  0.000
H (-1.878, -2.247, -2.562)  0.000
N (-2.224, 3.673, 0.014)  0.089
C (-3.329, 3.032, -0.506)  0.004
N (-4.384, 3.702, -0.933)  0.005
N (-5.191, 2.733, -1.427)  0.000
N (-4.661, 1.581, -1.272)  0.003
N (-3.435, 1.718, -0.681)  0.002
C (-1.209, 3.024, 0.704)  0.026
N (-0.358, 3.701, 1.450)  0.000
N (0.483, 2.733, 1.895)  0.000
N (0.150, 1.590, 1.431)  0.001
N (-0.953, 1.727, 0.633)  0.000
H (-2.333, 4.652, 0.217)  0.001
Cl (-6.564, -1.565, -3.638)  0.000
Ge (-4.538, -0.567, -3.387)  0.000
Cl (-4.066, -1.427, -1.249)  0.000
Cl (-3.266, -2.349, -4.458)  0.000
C (-0.599, 0.675, -6.881)  0.000
C (-1.468, 0.808, -5.660)  0.003
O (-0.907, 1.882, -4.829)  0.026
P (-1.511, 2.047, -3.379)  0.058
O (-1.620, 0.730, -2.692)  0.005
Te (-0.040, 3.668, -2.328)  0.769
O (-2.963, 2.618, -3.555)  0.005
C (-3.263, 3.934, -4.072)  0.001
C (-4.732, 3.960, -4.410)  0.000
H (-0.920, -0.198, -7.451)  0.000
H (0.442, 0.532, -6.590)  0.000
H (-0.665, 1.556, -7.520)  0.000
H (-1.500, -0.111, -5.077)  0.000
H (-2.495, 1.084, -5.903)  0.000
H (-2.639, 4.116, -4.952)  0.000
H (-3.011, 4.661, -3.300)  0.001
H (-4.966, 3.209, -5.166)  0.000
H (-4.995, 4.945, -4.799)  0.000
H (-5.325, 3.752, -3.520)  0.000
F (3.733, -6.547, 4.484)  0.000
C (3.267, -5.338, 4.057)  0.000
C (1.907, -5.154, 3.937)  0.000
C (1.449, -3.915, 3.501)  0.000
C (2.320, -2.861, 3.208)  0.000
C (3.685, -3.116, 3.323)  0.000
C (4.174, -4.347, 3.750)  0.000
Sb (1.402, -1.035, 2.407)  0.000
C (0.965, -0.306, 4.408)  0.000
C (1.141, 1.039, 4.736)  0.000
C (0.812, 1.533, 5.994)  0.000
C (0.297, 0.659, 6.925)  0.000
F (-0.022, 1.129, 8.167)  0.000
C (0.085, -0.674, 6.648)  0.000
C (0.420, -1.141, 5.382)  0.000
C (3.286, 0.053, 2.350)  0.000
C (4.124, 0.291, 3.438)  0.000
C (5.317, 0.993, 3.308)  0.000
C (5.656, 1.464, 2.057)  0.000
F (6.827, 2.151, 1.912)  0.000
C (4.861, 1.268, 0.949)  0.000
C (3.675, 0.559, 1.108)  0.000
H (1.228, -5.966, 4.165)  0.000
H (0.379, -3.778, 3.367)  0.000
H (4.401, -2.341, 3.072)  0.000
H (5.235, -4.541, 3.840)  0.000
H (1.527, 1.730, 3.996)  0.000
H (0.941, 2.578, 6.244)  0.000
H (-0.336, -1.323, 7.404)  0.000
H (0.245, -2.188, 5.164)  0.000
H (3.845, -0.076, 4.420)  0.000
H (5.970, 1.180, 4.150)  0.000
H (5.166, 1.666, -0.010)  0.000
H (3.040, 0.386, 0.247)  0.000
N (-1.577, -1.878, 2.075)  0.000
C (-1.981, -1.274, 1.171)  0.000

A molecular structure, C20H31AsF2LaN2SSi in a non-equilibrium geometry, computed with wB97M-V/def2-TZVPD.

Computed properties:
Kohn-Sham gap   0.198 hartree
HOMO level   -3.167 eV
Spin multiplicity   1
Net charge   -1
Relative energy (zero: lowest compared OMol25 entry of this formula, charge and spin)   0.645 eV

Last column: Mulliken charge in e.
Geometry (Å):
La (11.945, -6.631, -10.069)  1.533
C (10.008, -11.300, -9.351)  -1.053
Si (11.083, -10.151, -10.445)  0.378
C (9.830, -8.906, -11.102)  -0.727
C (11.597, -11.114, -12.031)  -1.242
N (12.327, -9.213, -9.740)  -0.104
C (13.459, -9.742, -9.236)  0.151
C (13.628, -11.071, -8.722)  -0.074
C (14.854, -11.499, -8.250)  -0.741
C (15.889, -10.566, -7.971)  -0.396
C (15.688, -9.224, -8.251)  -0.697
C (14.529, -8.881, -8.896)  0.277
F (14.198, -7.518, -9.016)  -0.259
H (9.168, -11.513, -9.998)  0.314
H (9.630, -10.849, -8.371)  0.165
H (10.444, -12.278, -9.185)  0.414
H (8.951, -9.358, -11.627)  0.361
H (10.407, -8.285, -11.813)  -0.219
H (9.426, -8.263, -10.253)  0.239
H (11.338, -12.179, -12.020)  0.351
H (12.663, -10.992, -12.188)  0.327
H (11.087, -10.615, -12.871)  0.345
H (12.831, -11.788, -8.708)  0.315
H (14.905, -12.615, -8.061)  0.271
H (16.842, -10.887, -7.603)  0.368
H (16.385, -8.423, -7.970)  0.386
F (10.651, -5.607, -8.403)  -0.721
C (10.533, -6.234, -14.241)  -1.078
C (11.734, -5.364, -14.410)  0.743
C (12.023, -4.667, -15.566)  -0.670
C (13.217, -3.977, -15.694)  -0.580
C (14.142, -3.962, -14.631)  -0.624
C (13.884, -4.605, -13.465)  0.835
C (14.997, -4.739, -12.471)  -1.309
C (12.596, -5.276, -13.256)  0.181
N (12.314, -5.922, -12.099)  -0.605
H (9.927, -6.169, -15.126)  0.389
H (9.902, -6.079, -13.335)  0.145
H (10.880, -7.289, -14.105)  0.050
H (11.282, -4.657, -16.376)  0.280
H (13.396, -3.361, -16.595)  0.266
H (15.056, -3.397, -14.741)  0.296
H (15.907, -4.291, -12.797)  0.374
H (15.103, -5.762, -12.062)  0.147
H (14.725, -4.207, -11.607)  0.262
C (8.951, -5.812, -5.627)  -1.101
As (9.532, -7.590, -5.084)  0.500
C (11.293, -7.732, -5.683)  -0.681
C (9.608, -7.369, -3.129)  -1.036
S (8.232, -9.114, -5.651)  -0.522
H (9.735, -5.119, -5.377)  0.416
H (8.053, -5.504, -5.085)  0.373
H (8.894, -5.725, -6.775)  0.250
H (11.525, -6.689, -5.972)  0.299
H (11.269, -8.398, -6.575)  0.001
H (11.991, -8.067, -4.940)  0.451
H (9.935, -6.354, -2.814)  0.344
H (10.369, -8.055, -2.777)  0.355
H (8.562, -7.666, -2.791)  0.287

Question: relative energy (zero: lowest compared OMol25 entry of this formula, charge and spin) of number 3 (C29H30Cl3F3GeN10O6PSbScTe)?
Answer: 0.550 eV